[1]
One molecule with the formula FOPS. Source: the Open Molecules 2025 dataset; level of theory: wB97M-V/def2-TZVPD.

Properties
* Kohn-Sham gap (alpha / beta): 7.453 / 7.409 eV
* E_HOMO (alpha / beta): -9.61 / -9.57 eV
* ΔE to the lowest compared entry with this formula, charge and spin: 72.3 kcal/mol

Element x y z (Å)
O: -0.5504 1.0319 -1.6041
F: 0.5864 -1.0887 1.8172
P: 0.3092 -1.0338 0.2065
S: -0.2169 0.8732 0.1034

Forces on atoms 1 to 2 (eV/Å):
O 1.1 -0.5 5.4
F -0.1 -0.2 -1.0

Charge distribution, Löwdin scheme, values in e: number 1, O, carries -0.735; number 2, F, carries -0.470; number 3, P, carries 0.658; number 4, S, carries 0.546



[2]
FSr as an isolated structure. Source: the Open Molecules 2025 dataset; level of theory: wB97M-V/def2-TZVPD.

Properties
* total charge: +1
* Kohn-Sham gap: 9.104 eV
* E_HOMO: -15.31 eV
* ΔE to the lowest compared entry with this formula, charge and spin: 5.5 kcal/mol

Element x y z (Å)
Sr: 0.1327 0.4282 1.0750
F: -0.1327 -0.4282 -1.0750

Cartesian forces, eV/Å:
Sr -0.4 -1.1 -2.9
F 0.4 1.1 2.9

Charge distribution, Löwdin scheme, values in e: number 1, Sr, carries 1.773; number 2, F, carries -0.773



[3]
FeN5O15 as an isolated structure. Source: the Open Molecules 2025 dataset; level of theory: wB97M-V/def2-TZVPD.

Properties
* total charge: -3
* Kohn-Sham gap (alpha / beta): 5.329 / 5.328 eV
* E_HOMO (alpha / beta): 2.40 / 2.40 eV
* multiplicity: 5
* ΔE to the lowest compared entry with this formula, charge and spin: 0.0 kcal/mol

Element x y z (Å)
Fe: -0.5655 0.8233 0.0998
N: 0.0621 -0.6185 2.2748
O: -1.0234 -1.1912 2.0319
O: 0.9251 -1.2707 2.6212
O: 0.1630 0.6115 2.1453
N: 1.4208 -3.4708 -0.1231
O: 0.7241 -3.8059 -1.0940
O: 2.0030 -2.1762 0.1013
O: 2.0446 -4.0702 0.6657
N: -1.0480 2.9967 0.7385
O: -0.0540 2.6735 -0.1110
O: -1.3498 4.1091 0.9810
O: -1.6657 2.0175 1.2615
N: -2.0796 -0.2879 -1.3904
O: -2.5124 0.5079 -0.5227
O: -0.8978 -0.7773 -1.1957
O: -2.6694 -0.5966 -2.3826
N: 1.6455 1.0958 -1.6026
O: 1.6882 0.6293 -0.3128
O: 2.7043 1.3198 -2.1253
O: 0.4847 1.4810 -2.0611

Forces on atoms 1 to 2 (eV/Å):
Fe 2.6 -3.4 0.3
N -4.5 0.3 -1.2

Results of the Löwdin charge analysis, in e, for atoms 1 through 8: number 1, Fe, carries 0.787; number 2, N, carries -0.671; number 3, O, carries -0.068; number 4, O, carries 0.060; number 5, O, carries -0.097; number 6, N, carries -0.560; number 7, O, carries -0.079; number 8, O, carries -0.212



[4]
A 5-piece molecular cluster, H10O4S2 overall. Source: the Open Molecules 2025 dataset; level of theory: wB97M-V/def2-TZVPD.

Properties
* total charge: -1
* Kohn-Sham gap (alpha / beta): 3.481 / 5.319 eV
* E_HOMO (alpha / beta): -1.00 / -2.85 eV
* multiplicity: 2
* ΔE to the lowest compared entry with this formula, charge and spin: 0.0 kcal/mol

Element x y z (Å)
S: 6.6662 -2.0050 0.0455
S: 4.3429 -1.3541 -0.0068
H: 6.6875 -2.5943 -1.1655
H: 4.1825 -1.7593 -1.2650
H: -3.7033 -0.0476 0.3676
H: -3.2647 -1.3710 1.0810
O: -3.3551 -0.9392 0.2188
H: -0.9394 -0.8026 -1.9975
H: -1.8410 -0.2496 -0.9342
O: -0.9299 -0.1853 -1.2630
H: 0.6426 1.9852 1.4297
H: -0.0741 1.2625 0.0672
O: -0.1070 1.6941 0.9283
H: -3.0945 2.5472 0.2040
H: -2.2169 1.9539 1.4299
O: -2.9958 1.8650 0.8598

Forces on atoms 1 to 2 (eV/Å):
S 1.8 -0.6 -0.1
S -1.8 0.5 0.1

Results of the Löwdin charge analysis, in e, for atoms 1 through 8: number 1, S, carries -0.149; number 2, S, carries -0.135; number 3, H, carries -0.347; number 4, H, carries -0.358; number 5, H, carries 0.014; number 6, H, carries 0.056; number 7, O, carries -0.070; number 8, H, carries 0.040



[5]
A 5-piece molecular cluster, H10O4S2 overall. Source: the Open Molecules 2025 dataset; level of theory: wB97M-V/def2-TZVPD.

Properties
* Kohn-Sham gap: 9.631 eV
* E_HOMO: -9.31 eV
* ΔE to the lowest compared entry with this formula, charge and spin: 14.3 kcal/mol
* SMILES: SS.O.O.O.O

Element x y z (Å)
S: 2.5462 -1.1214 0.8027
S: 4.1372 -2.3280 0.3127
H: 2.5920 -1.1612 2.1406
H: 5.0962 -1.3929 0.2812
H: -4.4911 0.5288 -2.4675
H: -4.2667 0.0531 -3.9007
O: -3.8848 0.0194 -3.0170
H: -0.3488 0.8993 0.0371
H: -1.3626 -0.1302 0.4814
O: -0.6141 0.3763 0.8029
H: 0.5556 0.8591 4.1037
H: 1.1558 1.8515 3.1547
O: 1.3578 1.3838 3.9735
H: -0.2826 -0.0298 -2.7493
H: -1.5172 -0.1407 -2.0173
O: -0.6727 0.3329 -1.9386

Forces on atoms 1 to 2 (eV/Å):
S -0.2 0.1 -0.3
S 0.0 0.0 0.2

Results of the Löwdin charge analysis, in e, for atoms 1 through 8: number 1, S, carries 0.219; number 2, S, carries 0.211; number 3, H, carries -0.203; number 4, H, carries -0.214; number 5, H, carries 0.042; number 6, H, carries 0.040; number 7, O, carries -0.053; number 8, H, carries 0.008



[6]
H10O5 as an isolated structure. Source: the Open Molecules 2025 dataset; level of theory: wB97M-V/def2-TZVPD.

Properties
* Kohn-Sham gap: 8.910 eV
* E_HOMO: -8.95 eV
* ΔE to the lowest compared entry with this formula, charge and spin: 194.1 kcal/mol

Element x y z (Å)
O: -0.0630 0.1345 -0.0884
H: 0.1997 -0.6451 0.4010
H: -0.9165 -0.0908 -0.4586
O: -1.3816 -0.7513 -1.1488
H: -2.3195 -0.6194 -1.0101
H: -1.3115 -1.0371 -2.0596
O: 0.4988 -1.6741 0.9470
H: 1.0035 -1.1926 1.6025
H: 1.0541 -2.4187 0.7159
O: -0.6335 2.0068 -0.6941
H: 0.2238 2.4238 -0.6083
H: -0.5050 1.1215 -0.3537
O: 1.5431 1.2705 0.9271
H: 1.7502 0.5221 1.4867
H: 0.8573 0.9497 0.3414

Forces on atoms 1 to 2 (eV/Å):
O 5.4 -1.6 3.9
H -0.5 0.4 -1.1

Results of the Löwdin charge analysis, in e, for atoms 1 through 8: number 1, O, carries -0.052; number 2, H, carries -0.117; number 3, H, carries -0.187; number 4, O, carries 0.188; number 5, H, carries 0.136; number 6, H, carries 0.142; number 7, O, carries 0.111; number 8, H, carries 0.095



[7]
H10O5 as an isolated structure. Source: the Open Molecules 2025 dataset; level of theory: wB97M-V/def2-TZVPD.

Properties
* Kohn-Sham gap: 9.287 eV
* E_HOMO: -9.36 eV
* ΔE to the lowest compared entry with this formula, charge and spin: 72.0 kcal/mol

Element x y z (Å)
O: -1.3832 0.2474 1.5666
H: -0.7874 -0.3752 1.9833
H: -1.6933 0.7997 2.2842
O: 0.6020 -1.3398 -0.2885
H: 0.9766 -1.9491 0.3476
H: -0.0527 -1.8562 -0.7587
O: -1.8282 1.8786 -1.6657
H: -0.9782 1.5892 -1.3340
H: -1.9061 1.4606 -2.5233
O: 2.6257 -0.5298 0.8893
H: 3.0423 -1.2986 0.4997
H: 1.9000 -0.3254 0.2996
O: -0.2356 0.6744 -0.8033
H: 0.3469 -0.0156 -0.4858
H: -0.6287 1.0401 -0.0108

Forces on atoms 1 to 2 (eV/Å):
O -0.2 0.0 0.1
H 0.2 -0.2 0.1

Results of the Löwdin charge analysis, in e, for atoms 1 through 8: number 1, O, carries -0.022; number 2, H, carries 0.046; number 3, H, carries 0.059; number 4, O, carries -0.023; number 5, H, carries 0.091; number 6, H, carries 0.116; number 7, O, carries -0.090; number 8, H, carries -0.130



[8]
A 5-piece molecular cluster, H10O5 overall. Source: the Open Molecules 2025 dataset; level of theory: wB97M-V/def2-TZVPD.

Properties
* Kohn-Sham gap: 10.842 eV
* E_HOMO: -10.59 eV
* ΔE to the lowest compared entry with this formula, charge and spin: 28.9 kcal/mol
* SMILES: O.O.O.O.O

Element x y z (Å)
O: -0.5406 0.5722 0.0547
H: -1.2116 0.0843 -0.3808
H: -0.7307 1.5334 0.0707
O: 1.8969 -0.2152 0.8737
H: 2.1314 -0.9244 0.3130
H: 1.0400 0.0449 0.5099
O: -0.2541 3.3799 0.3114
H: -0.0367 3.7391 1.1663
H: 0.0763 4.1555 -0.1753
O: -1.2042 -2.3028 -2.3785
H: -0.4602 -1.6616 -2.3660
H: -1.1434 -2.6191 -3.2643
O: 0.0782 -2.2409 1.9450
H: -0.6122 -1.6704 1.6873
H: 0.9708 -1.8749 1.6327

Forces on atoms 1 to 2 (eV/Å):
O 0.9 1.0 0.7
H -1.2 -0.4 -0.6

Results of the Löwdin charge analysis, in e, for atoms 1 through 8: number 1, O, carries -0.036; number 2, H, carries 0.035; number 3, H, carries 0.035; number 4, O, carries -0.055; number 5, H, carries 0.011; number 6, H, carries -0.022; number 7, O, carries -0.037; number 8, H, carries 0.048



[9]
A 5-piece molecular cluster, H10O5 overall. Source: the Open Molecules 2025 dataset; level of theory: wB97M-V/def2-TZVPD.

Properties
* Kohn-Sham gap: 11.005 eV
* E_HOMO: -10.50 eV
* ΔE to the lowest compared entry with this formula, charge and spin: 27.0 kcal/mol
* SMILES: O.O.O.O.O

Element x y z (Å)
O: -1.5975 -2.6136 -2.5665
H: -1.1551 -3.2178 -3.1627
H: -0.9862 -2.5047 -1.8380
O: 1.8394 0.5016 1.5165
H: 0.9644 0.1922 1.2824
H: 1.9706 0.1942 2.4134
O: -0.6286 -0.1141 0.6520
H: -0.8435 -0.0527 -0.2788
H: -0.9499 0.7059 1.0270
O: 1.0982 -1.0836 -2.1037
H: 1.7088 -0.3573 -1.9782
H: 0.9755 -1.1329 -3.0517
O: -0.6060 2.8218 2.7159
H: -1.2658 3.0841 2.0740
H: -0.5243 3.5769 3.2984

Forces on atoms 1 to 2 (eV/Å):
O -0.3 0.1 -0.1
H 0.1 -0.2 -0.1

Results of the Löwdin charge analysis, in e, for atoms 1 through 8: number 1, O, carries -0.055; number 2, H, carries 0.030; number 3, H, carries 0.012; number 4, O, carries -0.072; number 5, H, carries -0.044; number 6, H, carries 0.027; number 7, O, carries -0.030; number 8, H, carries 0.050



[10]
A 5-piece molecular cluster, H10O5 overall. Source: the Open Molecules 2025 dataset; level of theory: wB97M-V/def2-TZVPD.

Properties
* Kohn-Sham gap: 11.803 eV
* E_HOMO: -11.17 eV
* ΔE to the lowest compared entry with this formula, charge and spin: 16.9 kcal/mol
* SMILES: O.O.O.O.O

Element x y z (Å)
H: 0.7935 1.1183 0.5819
H: -0.7457 0.8866 0.3121
H: 0.6083 1.2424 -1.7142
H: 0.9548 2.6821 -1.3279
H: -2.2031 0.0603 -1.7973
H: -0.9985 -0.4901 -1.0864
H: 0.5668 -2.2447 -0.5786
H: 0.1727 -1.5781 0.7163
H: 0.4710 -0.2598 1.8144
H: 0.0066 -1.3848 2.8011
O: -0.0482 0.9741 1.0129
O: 1.2142 1.8096 -1.1337
O: -1.3258 0.2786 -1.6378
O: -0.2279 -1.8990 -0.1598
O: 0.7613 -1.1957 2.1970

Forces on atoms 1 to 2 (eV/Å):
H 0.1 0.6 -0.9
H 1.1 0.2 0.6

Results of the Löwdin charge analysis, in e, for atoms 1 through 8: number 1, H, carries 0.030; number 2, H, carries 0.063; number 3, H, carries 0.072; number 4, H, carries 0.027; number 5, H, carries 0.012; number 6, H, carries 0.026; number 7, H, carries 0.054; number 8, H, carries 0.004



[11]
A 5-piece molecular cluster, H10O5 overall. Source: the Open Molecules 2025 dataset; level of theory: wB97M-V/def2-TZVPD.

Properties
* Kohn-Sham gap: 11.487 eV
* E_HOMO: -11.10 eV
* ΔE to the lowest compared entry with this formula, charge and spin: 27.5 kcal/mol
* SMILES: O.O.O.O.O

Element x y z (Å)
O: 0.4631 2.8114 1.5458
H: 1.2583 3.2996 1.7596
H: 0.3308 2.9660 0.6105
O: -0.9191 -0.4607 3.3358
H: -1.6629 -0.5579 2.7412
H: -1.3108 -0.4423 4.2091
O: 0.7298 -3.5603 -2.2159
H: 1.2084 -3.1694 -2.9469
H: 0.0998 -2.8886 -1.9549
O: -0.2670 0.1285 -0.1998
H: -0.1258 0.3953 0.7086
H: -0.2484 -0.8281 -0.1746
O: 0.0126 0.7167 -2.8354
H: -0.4730 0.6489 -2.0133
H: 0.9044 0.9409 -2.5696

Forces on atoms 1 to 2 (eV/Å):
O -0.2 -0.2 0.1
H 0.2 0.1 0.1

Results of the Löwdin charge analysis, in e, for atoms 1 through 8: number 1, O, carries -0.044; number 2, H, carries 0.035; number 3, H, carries 0.031; number 4, O, carries -0.051; number 5, H, carries 0.027; number 6, H, carries 0.033; number 7, O, carries -0.049; number 8, H, carries 0.032



[12]
A 5-piece molecular cluster, H10O5 overall. Source: the Open Molecules 2025 dataset; level of theory: wB97M-V/def2-TZVPD.

Properties
* Kohn-Sham gap: 11.087 eV
* E_HOMO: -10.90 eV
* ΔE to the lowest compared entry with this formula, charge and spin: 25.0 kcal/mol
* SMILES: O.O.O.O.O

Element x y z (Å)
O: -2.7133 -1.9855 0.1999
H: -2.1583 -1.5685 0.8349
H: -3.3893 -2.4645 0.6849
O: -0.9933 0.4315 -1.4271
H: -1.8113 0.1435 -1.8111
H: -1.2053 1.3125 -1.0771
O: -0.4493 -0.5265 1.4829
H: 0.0987 -0.7655 2.2399
H: 0.1797 -0.4005 0.7299
O: 1.6257 0.0005 -0.0621
H: 1.4437 -0.5415 -0.8301
H: 2.3557 -0.4145 0.4019
O: 2.1587 2.5775 -0.6751
H: 3.0407 2.4405 -0.3721
H: 1.8177 1.7615 -0.3201

Forces on atoms 1 to 2 (eV/Å):
O -0.9 -0.7 -1.1
H 1.0 0.7 1.0

Results of the Löwdin charge analysis, in e, for atoms 1 through 8: number 1, O, carries -0.055; number 2, H, carries -0.031; number 3, H, carries 0.031; number 4, O, carries -0.041; number 5, H, carries 0.030; number 6, H, carries 0.060; number 7, O, carries -0.084; number 8, H, carries 0.039



[13]
A 5-piece molecular cluster, H10O5 overall. Source: the Open Molecules 2025 dataset; level of theory: wB97M-V/def2-TZVPD.

Properties
* Kohn-Sham gap: 10.692 eV
* E_HOMO: -10.58 eV
* ΔE to the lowest compared entry with this formula, charge and spin: 50.2 kcal/mol
* SMILES: O.O.O.O.O

Element x y z (Å)
O: -1.3118 1.6498 1.4051
H: -1.7867 1.1110 2.1182
H: -0.8325 0.9995 0.9994
O: -2.0944 1.4425 -1.4947
H: -2.0751 1.4027 -0.5713
H: -1.2251 1.1304 -1.9219
O: 1.5280 -0.6432 2.1513
H: 2.4546 -1.0565 2.0275
H: 1.7042 0.0118 2.9219
O: 0.5707 0.3464 -0.2958
H: 0.5195 -0.3977 -0.8006
H: 0.7646 0.0434 0.6335
O: 0.3344 -2.2525 -2.1861
H: 1.2616 -2.1931 -2.2739
H: 0.1881 -1.5946 -2.7127

Forces on atoms 1 to 2 (eV/Å):
O -3.2 1.1 3.6
H 0.8 1.4 -1.4

Results of the Löwdin charge analysis, in e, for atoms 1 through 8: number 1, O, carries -0.038; number 2, H, carries 0.099; number 3, H, carries -0.076; number 4, O, carries -0.071; number 5, H, carries -0.050; number 6, H, carries 0.068; number 7, O, carries -0.113; number 8, H, carries 0.102



[14]
A 5-piece molecular cluster, H10O5 overall. Source: the Open Molecules 2025 dataset; level of theory: wB97M-V/def2-TZVPD.

Properties
* Kohn-Sham gap: 11.486 eV
* E_HOMO: -10.94 eV
* ΔE to the lowest compared entry with this formula, charge and spin: 27.0 kcal/mol
* SMILES: O.O.O.O.O

Element x y z (Å)
H: -1.3098 1.6927 -0.2842
H: -1.6510 2.9802 -1.1243
H: -0.6791 0.0210 2.1160
H: -0.1783 -0.3894 0.6520
H: 1.2192 -0.2772 1.6149
H: 1.8918 0.1817 3.0268
H: 0.7919 -2.1195 -0.1774
H: 0.7539 -0.7041 -1.0444
H: -0.1119 -0.5428 -3.2366
H: -0.4125 0.5154 -2.3154
O: -1.4104 2.0699 -1.2031
O: -0.9810 -0.0745 1.1828
O: 1.4050 -0.5244 2.6262
O: 1.0826 -1.1988 -0.2091
O: -0.1355 -0.4419 -2.3003

Forces on atoms 1 to 2 (eV/Å):
H -0.3 0.5 -1.1
H -0.2 0.8 0.2

Results of the Löwdin charge analysis, in e, for atoms 1 through 8: number 1, H, carries 0.049; number 2, H, carries 0.024; number 3, H, carries 0.039; number 4, H, carries -0.009; number 5, H, carries 0.068; number 6, H, carries 0.016; number 7, H, carries 0.076; number 8, H, carries 0.032



[15]
A 5-piece molecular cluster, H10O5 overall. Source: the Open Molecules 2025 dataset; level of theory: wB97M-V/def2-TZVPD.

Properties
* total charge: +1
* Kohn-Sham gap (alpha / beta): 11.869 / 4.504 eV
* E_HOMO (alpha / beta): -15.23 / -15.23 eV
* multiplicity: 2
* ΔE to the lowest compared entry with this formula, charge and spin: 17.3 kcal/mol

Element x y z (Å)
O: 12.1235 -21.1793 -27.2917
H: 12.3302 -20.4775 -27.9090
H: 12.2844 -21.9854 -27.7821
O: 14.9503 -23.0600 -24.2630
H: 14.4262 -22.9202 -25.0517
H: 15.7829 -22.6254 -24.4479
O: 12.1763 -21.6501 -24.5210
H: 11.5358 -20.9608 -24.3456
H: 12.1599 -21.7566 -25.4721
O: 12.8220 -22.4747 -22.1338
H: 12.7038 -21.7909 -21.4745
H: 12.3726 -22.1400 -22.9099
O: 11.3734 -18.5441 -23.6015
H: 10.5435 -18.3574 -24.0403
H: 12.0136 -18.5970 -24.3111

Forces on atoms 1 to 2 (eV/Å):
O 0.0 -0.3 0.4
H 0.0 0.3 -0.1

Results of the Löwdin charge analysis, in e, for atoms 1 through 8: number 1, O, carries -0.029; number 2, H, carries 0.064; number 3, H, carries 0.059; number 4, O, carries 0.112; number 5, H, carries 0.059; number 6, H, carries 0.084; number 7, O, carries -0.029; number 8, H, carries 0.048